Record 1
Below is the molecule C5H11ClSi in a non-equilibrium geometry, with properties calculated with ωB97M-V/def2-TZVPD.

Energy above the lowest of the compared OMol25 structures with the same formula, charge and spin ... 248.7 kJ/mol
Gap between HOMO and LUMO ... 9.7 eV
Multiplicity ... 1
E_HOMO ... -8.90 eV
E ... -946.7174 a.u.
Net charge ... 0
E_LUMO ... 0.828 eV

```
18
Properties=species:S:1:pos:R:3:nbo_charge:R:1
C 1.95 -0.18 -0.15 -0.408
C 0.96 0.29 -1.15 -0.422
C 1.51 0.70 1.00 -0.442
C 0.25 0.96 0.16 -0.348
C -2.14 -0.21 -0.80 -1.078
Si -1.22 -0.29 0.85 1.100
Cl -0.45 2.55 0.01 -0.037
H 1.82 -1.26 -0.06 0.209
H 3.04 -0.07 -0.48 0.211
H 1.29 1.14 -1.78 0.205
H 0.43 -0.38 -1.79 0.205
H 1.25 0.29 2.04 0.205
H 2.22 1.50 1.08 0.213
H -1.65 -0.91 -1.46 0.241
H -3.10 -0.56 -0.48 0.228
H -2.23 0.88 -1.08 0.265
H -1.61 0.46 2.11 -0.160
H -0.82 -1.51 1.39 -0.187
```


Record 2
Below is C5H11CuF3NO12S3 as an isolated structure in a non-equilibrium geometry, with properties calculated with ωB97M-V/def2-TZVPD.

Energy above the lowest of the compared OMol25 structures with the same formula, charge and spin ... 0.0 kJ/mol
Gap between HOMO and LUMO (alpha / beta) ... 4.4 / 4.4 eV
Multiplicity ... 2
E_HOMO (alpha / beta) ... 1.77 / 1.78 eV
⟨S²⟩ ... 0.75
E ... -4289.3715 a.u.
Net charge ... -3
E_LUMO (alpha / beta) ... 6.155 / 6.148 eV

```
36
Properties=species:S:1:pos:R:3:lowdin_spin:R:1
Cu -31.36 23.71 -18.52 0.755
S -30.51 26.41 -16.65 0.004
O -29.17 25.90 -16.32 0.002
O -31.33 26.60 -15.43 0.021
O -30.48 27.65 -17.45 0.004
O -31.27 25.34 -17.45 0.105
S -28.89 23.69 -19.80 0.005
O -29.28 22.99 -18.52 0.010
O -28.71 22.73 -20.92 0.001
O -30.13 24.54 -20.08 0.043
O -27.71 24.52 -19.62 0.001
C -35.98 24.27 -19.44 0.000
F -36.04 24.27 -20.79 0.000
F -37.20 24.60 -19.02 0.000
F -35.81 22.96 -19.11 0.000
S -34.63 25.39 -18.76 0.000
O -35.16 25.67 -17.45 0.000
O -33.49 24.51 -18.81 0.004
O -34.68 26.46 -19.72 0.000
C -33.53 20.17 -19.92 0.002
C -33.07 21.43 -19.20 0.002
C -32.91 21.19 -17.71 0.000
O -32.66 22.42 -17.09 0.008
C -32.38 22.25 -15.72 0.000
N -31.78 21.96 -19.70 0.030
H -32.69 19.47 -19.98 0.000
H -33.90 20.35 -20.92 0.000
H -34.33 19.70 -19.33 0.000
H -33.77 22.26 -19.34 0.000
H -32.07 20.51 -17.48 0.000
H -33.86 20.77 -17.35 0.000
H -33.11 21.59 -15.25 0.000
H -32.33 23.24 -15.28 0.000
H -31.41 21.74 -15.61 0.000
H -31.81 22.03 -20.71 0.001
H -31.08 21.23 -19.57 0.001
```


Record 3
Below is C5H11CuO4 as an isolated structure in a non-equilibrium geometry, with properties calculated with ωB97M-V/def2-TZVPD.

Energy above the lowest of the compared OMol25 structures with the same formula, charge and spin ... 117.1 kJ/mol
Gap between HOMO and LUMO ... 7.2 eV
Multiplicity ... 1
E_HOMO ... -7.02 eV
E ... -2138.4432 a.u.
Net charge ... 0
E_LUMO ... 0.145 eV

```
21
Properties=species:S:1:pos:R:3:nbo_charge:R:1
O -0.39 1.98 1.01 -0.631
Cu 0.99 0.12 1.37 0.850
O 2.71 0.95 0.62 -1.012
C 2.48 1.96 -0.27 -0.225
C -0.98 1.97 -0.08 0.669
O -1.66 0.93 -0.54 -0.505
C -2.09 -0.11 0.35 -0.105
C -1.46 -1.42 -0.06 -0.083
O -0.07 -1.36 0.15 -0.589
C 0.64 -2.51 -0.28 -0.252
H 2.01 1.55 -1.20 0.112
H 3.37 2.55 -0.59 0.137
H -1.24 2.89 -0.63 0.154
H 1.81 2.79 0.28 0.110
H -3.18 -0.18 0.24 0.210
H -1.86 0.13 1.40 0.210
H -1.67 -1.61 -1.13 0.189
H -1.90 -2.23 0.54 0.182
H 1.71 -2.29 -0.15 0.225
H 0.35 -3.39 0.31 0.173
H 0.43 -2.71 -1.34 0.180
```


Which value of net charge does entry 3 give?
0


Please write out number 2 again, unchanged.
Below is C5H11CuF3NO12S3 as an isolated structure in a non-equilibrium geometry, with properties calculated with ωB97M-V/def2-TZVPD.

Energy above the lowest of the compared OMol25 structures with the same formula, charge and spin ... 0.0 kJ/mol
Gap between HOMO and LUMO (alpha / beta) ... 4.4 / 4.4 eV
Multiplicity ... 2
E_HOMO (alpha / beta) ... 1.77 / 1.78 eV
⟨S²⟩ ... 0.75
E ... -4289.3715 a.u.
Net charge ... -3
E_LUMO (alpha / beta) ... 6.155 / 6.148 eV

```
36
Properties=species:S:1:pos:R:3:lowdin_spin:R:1
Cu -31.36 23.71 -18.52 0.755
S -30.51 26.41 -16.65 0.004
O -29.17 25.90 -16.32 0.002
O -31.33 26.60 -15.43 0.021
O -30.48 27.65 -17.45 0.004
O -31.27 25.34 -17.45 0.105
S -28.89 23.69 -19.80 0.005
O -29.28 22.99 -18.52 0.010
O -28.71 22.73 -20.92 0.001
O -30.13 24.54 -20.08 0.043
O -27.71 24.52 -19.62 0.001
C -35.98 24.27 -19.44 0.000
F -36.04 24.27 -20.79 0.000
F -37.20 24.60 -19.02 0.000
F -35.81 22.96 -19.11 0.000
S -34.63 25.39 -18.76 0.000
O -35.16 25.67 -17.45 0.000
O -33.49 24.51 -18.81 0.004
O -34.68 26.46 -19.72 0.000
C -33.53 20.17 -19.92 0.002
C -33.07 21.43 -19.20 0.002
C -32.91 21.19 -17.71 0.000
O -32.66 22.42 -17.09 0.008
C -32.38 22.25 -15.72 0.000
N -31.78 21.96 -19.70 0.030
H -32.69 19.47 -19.98 0.000
H -33.90 20.35 -20.92 0.000
H -34.33 19.70 -19.33 0.000
H -33.77 22.26 -19.34 0.000
H -32.07 20.51 -17.48 0.000
H -33.86 20.77 -17.35 0.000
H -33.11 21.59 -15.25 0.000
H -32.33 23.24 -15.28 0.000
H -31.41 21.74 -15.61 0.000
H -31.81 22.03 -20.71 0.001
H -31.08 21.23 -19.57 0.001
```